DFT (ωB97M-V with the def2-TZVPD basis set) results for C44H70KN5OPS as an isolated structure in a non-equilibrium geometry.

## Properties
Total charge: -2
DFT total energy (Ha): -3407.01139
Spin multiplicity: 2
Molecular weight (g/mol): 787.22
HOMO-LUMO gap (alpha / beta) (eV): 5.0 / 5.0
HOMO level (alpha / beta) (Ha): -0.0365 / -0.0365
Largest force on an atom (Eh/bohr): 0.045

Structure (XYZ):
```
123
C44H70KN5OPS (ωB97M-V with the def2-TZVPD basis set)
K -0.051 -0.064 1.957
C 1.837 2.583 2.365
C 2.799 2.098 1.452
C 2.389 2.552 0.152
C 1.185 3.263 0.328
C 0.831 3.284 1.689
C -0.307 4.075 2.299
C -1.655 3.561 1.794
C -0.166 5.567 1.943
C -0.297 3.946 3.825
C 2.989 2.329 -1.236
C 4.440 2.835 -1.348
C 2.210 3.122 -2.298
C 2.906 0.847 -1.657
C 4.070 1.421 1.977
C 5.197 2.468 2.104
C 3.834 0.855 3.390
C 4.566 0.220 1.158
H 1.872 2.445 3.437
H 0.588 3.719 -0.453
H -1.729 3.655 0.708
H -2.491 4.109 2.247
H -1.732 2.503 2.048
H -0.251 5.714 0.865
H 0.816 5.934 2.253
H -0.943 6.167 2.437
H -0.398 2.900 4.122
H -1.129 4.511 4.258
H 0.639 4.334 4.235
H 4.494 3.871 -1.004
H 4.777 2.801 -2.391
H 5.133 2.243 -0.757
H 2.263 4.195 -2.100
H 1.162 2.823 -2.321
H 2.638 2.931 -3.289
H 3.110 0.180 -0.825
H 3.603 0.625 -2.476
H 1.897 0.622 -2.004
H 4.888 3.246 2.807
H 5.406 2.953 1.152
H 6.126 2.014 2.475
H 3.676 1.648 4.122
H 4.711 0.283 3.709
H 2.966 0.194 3.397
H 4.810 0.469 0.130
H 3.801 -0.560 1.156
H 5.470 -0.194 1.620
O 0.880 -1.227 3.594
N 0.640 -2.473 3.392
C -0.590 -3.011 4.000
C -0.411 -4.428 4.434
C 0.436 -5.205 3.722
C 1.241 -4.647 2.694
C 1.392 -3.257 2.559
S 2.533 -2.551 1.508
H -0.841 -2.343 4.821
H -1.014 -4.798 5.252
H 0.521 -6.264 3.944
H 1.860 -5.268 2.067
C -5.993 -0.330 2.900
C -4.713 -0.476 3.721
N -3.491 -0.315 2.980
C -3.470 0.161 1.746
N -2.311 0.259 1.118
C -2.210 0.702 -0.250
C -3.539 0.842 -0.987
C -4.529 1.463 -0.021
N -4.685 0.568 1.104
C -5.793 0.857 1.978
H -6.864 -0.192 3.549
H -6.142 -1.222 2.286
H -4.706 -1.468 4.200
H -4.748 0.257 4.548
H -2.300 -1.961 2.938
H -1.577 -0.007 -0.799
H -1.676 1.666 -0.299
H -3.911 -0.146 -1.276
H -3.423 1.447 -1.889
H -5.510 1.604 -0.489
H -4.163 2.457 0.291
H -6.682 1.036 1.362
H -5.628 1.768 2.583
C 0.928 -2.549 -5.317
C 1.515 -2.229 -3.943
C 2.420 -0.998 -4.078
C 2.374 -3.398 -3.451
P 0.307 -1.762 -2.540
C -0.787 -0.589 -3.464
C -0.581 0.760 -3.161
C -1.293 1.761 -3.804
C -2.247 1.431 -4.755
C -2.480 0.096 -5.052
C -1.756 -0.903 -4.417
C -0.776 -3.270 -2.127
C -2.039 -2.716 -1.455
C -1.184 -4.240 -3.237
C 0.017 -4.046 -1.064
H 1.745 -2.810 -6.000
H 0.407 -1.687 -5.732
H 0.238 -3.392 -5.286
H 3.196 -1.187 -4.828
H 2.908 -0.771 -3.129
H 1.853 -0.118 -4.388
H 3.250 -3.512 -4.098
H 1.823 -4.340 -3.470
H 2.718 -3.220 -2.430
H 0.135 1.021 -2.391
H -1.117 2.799 -3.544
H -2.816 2.208 -5.251
H -3.230 -0.169 -5.790
H -1.960 -1.933 -4.673
H -2.606 -2.063 -2.121
H -1.792 -2.161 -0.548
H -2.684 -3.544 -1.149
H -1.816 -3.769 -3.991
H -1.764 -5.051 -2.785
H -0.323 -4.691 -3.731
H 0.416 -3.380 -0.298
H 0.860 -4.590 -1.495
H -0.644 -4.767 -0.572
N -1.856 -3.676 1.946
C -1.678 -2.871 2.902
H -1.216 -4.473 1.981
```

=====

DFT (ωB97M-V with the def2-TZVPD basis set) results for a 3-piece molecular cluster, C21H49Cl2N2O9P2S overall in a non-equilibrium geometry.

## Properties
Total charge: +1
DFT total energy (Ha): -3617.41148
Molecular weight (g/mol): 638.55
HOMO-LUMO gap (eV): 8.2
HOMO level (Ha): -0.4339
Largest force on an atom (Eh/bohr): 0.090

Structure (XYZ):
```
86
C21H49Cl2N2O9P2S (ωB97M-V with the def2-TZVPD basis set)
C -0.894 -4.474 -3.117
C 0.210 -3.491 -2.802
O 0.680 -3.413 -1.689
N 0.653 -2.698 -3.838
C 0.927 -1.306 -3.517
C -0.306 -0.435 -3.249
C -0.482 -0.367 -1.724
C -1.574 0.503 -1.173
N -2.977 -0.084 -1.206
S -3.068 -1.698 -0.446
C -3.646 0.082 -2.558
Cl -4.437 1.673 -2.391
C -4.663 -1.012 -2.938
C -4.001 -2.214 -3.635
Cl -5.762 -0.307 -4.179
H -0.444 -5.452 -3.256
H -1.407 -4.203 -4.037
H -1.612 -4.499 -2.306
H 0.094 -2.839 -4.666
H 1.606 -1.254 -2.673
H 1.467 -0.897 -4.367
H -0.080 0.564 -3.616
H -1.144 -0.892 -3.770
H 0.441 0.081 -1.360
H -0.494 -1.379 -1.326
H -1.367 0.681 -0.119
H -1.623 1.484 -1.640
H -3.532 0.491 -0.566
H -2.508 -2.410 -1.429
H -2.933 0.208 -3.360
H -5.327 -1.300 -2.134
H -2.994 -1.962 -3.960
H -3.941 -3.058 -2.955
H -4.580 -2.495 -4.503
O 6.799 -1.076 0.385
P 5.755 -0.289 -0.273
O 5.221 -1.035 -1.604
C 4.682 -2.363 -1.533
C 3.433 -2.431 -0.677
O 6.472 0.985 -0.928
C 7.871 1.231 -0.737
C 8.708 0.572 -1.814
O 4.413 0.539 0.064
C 3.765 0.576 1.349
C 4.689 0.913 2.498
H 5.427 -3.061 -1.143
H 4.473 -2.645 -2.564
H 3.711 -2.340 0.378
H 2.920 -3.380 -0.800
H 2.740 -1.624 -0.912
H 8.183 0.915 0.257
H 7.996 2.313 -0.778
H 8.383 -0.451 -1.996
H 9.761 0.561 -1.530
H 8.614 1.112 -2.757
H 3.263 -0.380 1.521
H 2.983 1.330 1.255
H 5.466 0.154 2.618
H 4.129 0.970 3.432
H 5.186 1.868 2.326
O -3.058 2.057 2.155
P -3.128 2.096 3.624
O -2.213 3.257 4.217
C -2.439 4.618 3.821
C -3.754 5.165 4.343
O -2.301 0.815 4.152
C -1.718 -0.098 3.230
C -0.298 0.300 2.879
O -4.243 1.960 4.748
C -5.656 1.927 4.435
C -5.995 0.934 3.343
H -2.390 4.699 2.733
H -1.609 5.190 4.230
H -4.600 4.730 3.803
H -3.801 6.245 4.208
H -3.876 4.933 5.400
H -2.339 -0.182 2.344
H -1.718 -1.077 3.709
H -0.217 1.371 2.691
H 0.049 -0.238 1.993
H 0.379 0.074 3.702
H -5.994 2.929 4.163
H -6.163 1.658 5.358
H -5.512 1.201 2.399
H -7.071 0.910 3.173
H -5.659 -0.067 3.615
```

=====

DFT (ωB97M-V with the def2-TZVPD basis set) results for an isolated ion of composition C4H10NO and charge -1 in a non-equilibrium geometry.

## Properties
SMILES: CCNCC[O-]
Total charge: -1
DFT total energy (Ha): -288.36344
Molecular weight (g/mol): 88.13
HOMO-LUMO gap (eV): 6.2
HOMO level (Ha): -0.0851
Largest force on an atom (Eh/bohr): 0.038

Structure (XYZ):
```
16
C4H10NO (ωB97M-V with the def2-TZVPD basis set)
C -1.738 -0.742 1.851
C -0.876 0.405 1.346
N 0.338 0.024 0.649
C 0.043 -0.584 -0.674
C 0.727 0.263 -1.772
O 1.972 0.655 -1.489
H -2.638 -0.432 2.385
H -1.213 -1.579 2.306
H -2.219 -1.184 0.962
H -1.496 1.035 0.678
H -0.649 1.078 2.190
H 0.851 0.862 0.380
H -1.024 -0.737 -0.884
H 0.409 -1.626 -0.672
H 0.642 -0.308 -2.753
H -0.027 1.071 -1.963
```

=====

DFT (ωB97M-V with the def2-TZVPD basis set) results for an isolated ion of composition C3H9N2 and charge +1 in a non-equilibrium geometry.

## Properties
SMILES: CN=[N+](C)C
Total charge: +1
DFT total energy (Ha): -228.85814
Molecular weight (g/mol): 73.12
HOMO-LUMO gap (eV): 10.1
HOMO level (Ha): -0.5752
Largest force on an atom (Eh/bohr): 0.095

Structure (XYZ):
```
14
C3H9N2 (ωB97M-V with the def2-TZVPD basis set)
C -1.706 0.759 0.959
N -1.007 0.425 -0.192
N 0.130 0.000 -0.461
C 0.522 0.041 -1.839
C 0.993 -0.542 0.654
H -1.685 1.813 1.314
H -1.443 0.267 1.951
H -2.772 0.574 0.646
H 0.479 -0.993 -2.306
H 1.546 0.119 -1.847
H -0.106 0.794 -2.352
H 2.030 -0.096 0.736
H 1.241 -1.529 0.342
H 0.558 -0.463 1.701
```

=====

DFT (ωB97M-V with the def2-TZVPD basis set) results for C8H22Br2N2O2V as an isolated structure in a non-equilibrium geometry.

## Properties
DFT total energy (Ha): -6670.10868
Spin multiplicity: 4
Molecular weight (g/mol): 389.03
HOMO-LUMO gap (alpha / beta) (eV): 7.3 / 8.1
HOMO level (alpha / beta) (Ha): -0.2643 / -0.2942
Largest force on an atom (Eh/bohr): 0.064

Structure (XYZ):
```
37
C8H22Br2N2O2V (ωB97M-V with the def2-TZVPD basis set)
V 0.200 1.143 -0.425
Br 0.804 2.307 -2.827
Br -0.470 3.160 1.107
C -0.982 -2.409 -2.862
C -0.853 -1.001 -2.336
C -2.218 -0.513 -1.689
O -1.903 0.717 -0.920
C -3.129 1.416 -0.693
N 0.250 -0.921 -1.393
H -0.475 -2.513 -3.821
H -2.024 -2.574 -3.137
H -0.664 -3.307 -2.331
H -0.628 -0.288 -3.129
H -2.715 -1.317 -1.146
H -2.875 -0.308 -2.534
H -3.979 1.418 -1.375
H -2.907 2.468 -0.510
H -3.539 0.960 0.208
H 0.162 -1.718 -0.779
H 1.061 -1.131 -1.957
C 3.551 0.862 2.219
C 2.445 0.197 1.453
C 1.163 0.108 2.302
O 0.155 -0.404 1.505
C -0.949 -0.786 2.327
N 2.241 1.089 0.359
H 3.851 0.471 3.191
H 3.378 1.913 2.448
H 4.482 0.805 1.656
H 2.784 -0.787 1.127
H 0.846 1.088 2.658
H 1.442 -0.462 3.188
H -0.751 -1.561 3.067
H -1.740 -1.143 1.667
H -1.386 0.031 2.902
H 2.973 1.011 -0.332
H 2.400 1.980 0.808
```

=====

molecular weight of number 4 (C3H9N2)? 73.12 g/mol

=====

What did the third record say?
DFT (ωB97M-V with the def2-TZVPD basis set) results for an isolated ion of composition C4H10NO and charge -1 in a non-equilibrium geometry.

## Properties
SMILES: CCNCC[O-]
Total charge: -1
DFT total energy (Ha): -288.36344
Molecular weight (g/mol): 88.13
HOMO-LUMO gap (eV): 6.2
HOMO level (Ha): -0.0851
Largest force on an atom (Eh/bohr): 0.038

Structure (XYZ):
```
16
C4H10NO (ωB97M-V with the def2-TZVPD basis set)
C -1.738 -0.742 1.851
C -0.876 0.405 1.346
N 0.338 0.024 0.649
C 0.043 -0.584 -0.674
C 0.727 0.263 -1.772
O 1.972 0.655 -1.489
H -2.638 -0.432 2.385
H -1.213 -1.579 2.306
H -2.219 -1.184 0.962
H -1.496 1.035 0.678
H -0.649 1.078 2.190
H 0.851 0.862 0.380
H -1.024 -0.737 -0.884
H 0.409 -1.626 -0.672
H 0.642 -0.308 -2.753
H -0.027 1.071 -1.963
```